[1]
The ion C5H9IN4 with charge +2. Source: the OMol25 dataset; level of theory: ωB97M-V/def2-TZVPD.

```
19
Properties=species:S:1:pos:R:3:mulliken_charge:R:1
C -0.446 1.364 0.874 -0.02
C 2.220 -0.864 0.132 0.23
C 0.230 0.513 -1.232 -0.29
C -0.066 -1.007 1.373 0.11
C -0.900 -1.637 0.282 -1.08
N 1.338 -0.975 0.889 -0.15
N -0.495 0.294 1.673 -0.10
N -0.061 1.569 -0.373 0.04
N -0.075 0.960 -2.453 -0.23
I 3.946 -0.358 -0.779 0.57
H -0.842 2.215 1.303 0.46
H -0.042 -1.745 2.243 0.44
H -0.271 -2.141 -0.463 0.35
H -1.584 -0.990 -0.235 0.35
H -1.578 -2.439 0.792 0.35
H -0.802 0.508 2.592 0.28
H -0.202 2.425 -0.797 0.26
H -0.014 0.397 -3.310 0.28
H -0.356 1.910 -2.513 0.13
```

The net charge is +2. Its spin multiplicity is 1. The value obtained for the energy relative to the best compared isomer or geometry (same formula, charge and spin) is 1.204 eV. The calculation puts the calculated total energy at -711.8922 hartree. The calculation puts the frontier orbital gap at 9.321 eV.

[2]
An isolated molecule of C19H23ClN2O4. Source: the OMol25 dataset; level of theory: ωB97M-V/def2-TZVPD.

```
49
Properties=species:S:1:pos:R:3:mulliken_charge:R:1
O -1.555 -0.334 1.407 -0.62
C -1.139 -0.805 0.364 -0.64
C -2.109 -1.111 -0.790 0.08
C -2.750 -2.491 -0.565 -0.83
C -3.935 -2.165 0.343 -0.63
C -4.286 -0.727 -0.012 0.65
O -5.308 -0.136 0.245 -0.68
N -3.247 -0.224 -0.719 0.17
C -3.180 1.148 -1.167 -1.87
C -2.115 1.904 -0.419 0.26
C -2.387 2.400 0.851 -0.30
C -1.399 2.999 1.609 -0.77
C -0.111 3.103 1.112 -0.49
C 0.185 2.624 -0.151 -0.62
C -0.819 2.037 -0.902 1.10
Cl -0.417 1.474 -2.495 -0.20
N 0.169 -1.101 0.214 0.53
C 0.824 -1.757 -0.892 -0.66
C 2.011 -0.929 -1.381 -1.16
C 2.977 -0.548 -0.250 1.70
C 2.476 -1.100 1.098 -1.50
C 1.027 -0.705 1.327 -0.23
O 3.110 0.859 -0.206 -0.37
C 4.411 1.159 0.245 -0.49
C 5.208 -0.145 0.020 -0.54
O 4.271 -1.037 -0.543 -0.59
H -1.630 -1.004 -1.766 0.87
H -2.054 -3.199 -0.117 0.29
H -3.100 -2.896 -1.516 0.41
H -4.790 -2.824 0.206 0.40
H -3.646 -2.179 1.395 0.24
H -2.986 1.164 -2.245 0.36
H -4.166 1.577 -0.967 0.59
H -3.384 2.285 1.246 0.45
H -1.631 3.371 2.596 0.39
H 0.670 3.552 1.706 0.41
H 1.189 2.681 -0.544 0.45
H 0.126 -1.901 -1.715 0.50
H 1.167 -2.749 -0.572 0.29
H 2.571 -1.487 -2.131 0.33
H 1.654 -0.002 -1.829 0.15
H 3.083 -0.693 1.908 0.50
H 2.602 -2.183 1.092 0.31
H 0.950 0.382 1.441 0.16
H 0.643 -1.160 2.246 0.37
H 4.400 1.447 1.303 0.30
H 4.789 1.993 -0.351 0.34
H 6.027 -0.025 -0.691 0.33
H 5.602 -0.542 0.964 0.27
```

Its spin multiplicity is 1. The value obtained for the energy relative to the best compared isomer or geometry (same formula, charge and spin) is 0.500 eV. The calculation puts the calculated total energy at -1608.5216 hartree. The calculation puts the frontier orbital gap at 9.597 eV.

[3]
A structure of composition C26H36IN10O10P2Sr. Source: the OMol25 dataset; level of theory: ωB97M-V/def2-TZVPD.

```
86
Properties=species:S:1:pos:R:3:mulliken_charge:R:1
Sr 0.115 0.490 -1.173 1.48
C -2.365 2.405 3.166 -1.20
C -1.037 3.054 2.841 0.96
N -0.672 4.094 3.575 -0.67
C 0.584 4.595 3.424 -0.81
C 1.523 4.125 2.524 0.33
C 2.905 4.799 2.254 -0.40
O 4.006 3.911 2.518 -0.51
C 1.176 2.967 1.721 0.29
C 2.119 2.297 0.886 -0.47
N 2.022 1.956 -0.394 0.88
C 3.182 2.117 -1.123 -0.66
C 3.735 3.409 -1.175 -0.28
C 5.142 3.581 -1.324 -0.62
C 5.919 2.475 -1.578 -0.62
C 5.316 1.235 -1.732 -0.25
C 3.964 0.995 -1.574 -0.33
I 3.053 -0.916 -1.878 0.15
C -0.207 2.444 1.787 -0.39
O -0.645 1.506 1.044 -0.50
H -2.526 1.495 2.591 0.12
H -3.184 3.088 2.841 0.27
H -2.383 2.196 4.254 0.36
H 0.930 5.419 4.084 0.27
H 2.880 5.699 2.908 0.39
H 2.944 5.180 1.204 0.20
H 4.825 4.372 2.365 0.30
H 3.029 2.024 1.462 0.40
H 3.072 4.228 -1.015 0.70
H 5.606 4.548 -1.204 0.41
H 7.002 2.558 -1.548 0.35
H 5.940 0.413 -2.063 0.40
N 1.172 -1.809 1.370 -0.03
C 0.804 -1.825 2.771 -0.42
C -0.381 -2.641 3.258 -0.83
N -1.688 -2.260 2.644 -0.02
C -2.687 -3.321 2.544 -0.31
C -3.830 -3.299 1.427 -0.65
N -3.478 -2.329 0.310 0.19
H 0.429 -2.178 0.760 -0.27
H 2.019 -2.362 1.167 0.24
H 1.626 -2.105 3.403 0.50
H 0.538 -0.787 2.971 0.00
H -0.436 -2.487 4.381 0.32
H -0.236 -3.698 3.187 0.30
H -2.106 -1.517 3.206 0.15
H -3.321 -3.403 3.466 0.23
H -2.192 -4.329 2.411 0.21
H -4.828 -3.009 1.812 0.36
H -3.850 -4.310 1.050 0.31
H -4.250 -1.716 0.039 0.38
H -2.805 -1.747 0.800 0.13
C -0.829 -2.191 -4.766 -1.85
C -1.900 -2.133 -3.723 0.80
O -2.919 -3.026 -4.263 -0.60
P -1.136 -2.970 -2.129 0.55
O -2.321 -3.777 -1.603 -1.05
O -0.033 -3.966 -2.642 -0.50
O -0.435 -1.888 -1.325 0.41
P -2.324 -0.263 -3.549 0.75
O -2.959 0.068 -2.014 -0.41
O -3.381 0.020 -4.535 -0.76
O -0.937 0.398 -3.475 -0.64
H -0.636 -3.277 -5.058 0.34
H 0.121 -1.670 -4.448 0.22
H -1.249 -1.677 -5.626 0.51
H -3.820 -2.828 -3.985 0.33
H -3.025 -2.811 -0.490 0.03
H -0.119 -4.855 -2.203 0.29
H -3.863 0.410 -2.261 0.21
N -1.421 3.992 -0.834 -0.27
C -1.399 5.108 -1.638 -0.44
C -0.932 4.730 -2.889 -0.94
C -0.640 3.334 -2.769 -0.39
N -0.939 2.892 -1.518 0.52
H -1.566 3.811 0.172 0.07
H -1.762 6.101 -1.401 0.42
H -0.822 5.342 -3.770 0.41
H -0.284 2.603 -3.508 0.55
O -0.720 -6.397 -1.393 -0.42
N -0.692 -6.743 -0.192 -0.30
C 0.306 -6.177 0.605 0.48
C 1.322 -5.352 0.078 0.37
N 2.099 -4.621 -0.393 -0.57
C 0.349 -6.642 1.932 0.22
N 0.399 -7.171 2.969 -0.64
```

The net charge is -1. Its spin multiplicity is 1. The calculation puts the calculated total energy at -3323.6827 hartree. The calculation puts the frontier orbital gap at 6.735 eV.

[4]
A cluster of 2 separate species, C18H20F2N3 in total. Source: the OMol25 dataset; level of theory: ωB97M-V/def2-TZVPD.

```
43
Properties=species:S:1:pos:R:3:mulliken_charge:R:1
F -3.085 2.969 2.309 -0.30
C -2.917 1.605 2.304 0.14
C -4.016 0.810 2.014 -0.50
C -3.820 -0.575 2.042 -0.50
C -2.589 -1.128 2.319 -0.60
C -1.451 -0.318 2.603 0.61
C -0.187 -0.948 2.778 -0.23
C 1.045 -0.364 2.381 0.48
C 2.213 -1.170 2.386 -0.84
C 3.484 -0.669 2.248 -0.58
C 3.686 0.710 2.046 -0.48
C 2.550 1.498 1.899 0.07
F 2.727 2.845 1.677 -0.30
C 1.252 1.006 1.965 -0.70
C -1.672 1.099 2.653 -0.64
H -4.983 1.264 1.794 0.46
H -4.671 -1.230 1.852 0.40
H -2.434 -2.214 2.294 0.42
H -0.188 -1.903 3.343 0.71
H 2.027 -2.242 2.531 0.83
H 4.337 -1.343 2.328 0.43
H 4.680 1.150 1.976 0.45
H 0.446 1.679 1.725 0.90
H -0.913 1.792 2.984 0.90
C 2.590 -3.005 5.279 -0.88
N 1.792 -4.180 5.026 0.07
C 2.110 -5.418 5.696 -0.69
C 1.126 -6.383 5.116 -0.68
N 0.443 -5.622 4.104 0.09
C -0.612 -6.212 3.322 -0.91
C 0.830 -4.322 4.071 0.57
N 0.404 -3.392 3.245 -0.77
H 2.176 -2.150 4.724 0.28
H 2.588 -2.798 6.366 0.32
H 3.641 -3.175 4.968 0.28
H 3.131 -5.731 5.477 0.32
H 1.995 -5.315 6.772 0.34
H 1.633 -7.233 4.675 0.37
H 0.427 -6.739 5.866 0.35
H -0.964 -5.508 2.556 0.30
H -0.240 -7.122 2.835 0.31
H -1.452 -6.501 3.970 0.32
H -0.180 -3.784 2.504 -0.13
```

The net charge is +1. Its spin multiplicity is 1. The value obtained for the energy relative to the best compared isomer or geometry (same formula, charge and spin) is 0.921 eV. The calculation puts the calculated total energy at -1061.5927 hartree. The calculation puts the frontier orbital gap at 6.015 eV.